Here is C2H7Cl3Si2 in the gas phase from the OMol25 dataset. Energies are from ωB97M-V/def2-TZVPD.

Structure (XYZ):
```
14
Properties=species:S:1:pos:R:3:nbo_charge:R:1
C 0.70796 -2.34745 0.63598 -1.0492
Si -0.52684 -1.01961 -0.21262 0.8105
Cl -2.47217 -1.58194 -0.01079 -0.3663
Si 0.26442 1.07347 0.45542 1.0907
C -0.49500 2.27343 -0.74928 -1.1628
Cl -0.15598 1.77164 2.31329 -0.3503
Cl 2.26289 0.75109 0.19794 -0.3489
H 1.29830 -2.85623 -0.14552 0.2441
H 1.46574 -1.84949 1.26298 0.2465
H 0.05178 -3.06683 1.11146 0.2426
H -0.54843 -0.88342 -1.85874 -0.1389
H 0.09399 3.28125 -0.76219 0.2605
H -0.52099 1.67657 -1.67396 0.2507
H -1.42567 2.77751 -0.56397 0.2707
```

Output
- E_HOMO (eV) = -9.6
- F_max (eV/Å) = 2.6
- net charge = 0
- structure (SMILES) = C[Si@@H](Cl)[Si](C)(Cl)Cl
- total energy (eV) = -55513.988
- energy above the lowest of the compared OMol25 structures with the same formula, charge and spin (kcal per mole) = 10.7
- LUMO (eV) = 0.509
- spin multiplicity = 1